The following is a DFT calculation (ωB97M-V with the def2-TZVPD basis set) of C2H3N4 as an isolated structure at a distorted geometry.

Each line ends with the natural charge from an NBO analysis.
CARTESIAN COORDINATES (ANGSTROEM)
C  1.0516  0.7428  0.0529  0.713
C  -0.4021  -1.0969  -0.8906  -0.486
N  0.3249  1.5602  1.6505  0.267
N  -0.6371  1.1570  2.0084  0.202
N  1.3145  1.6810  0.9448  -0.329
N  0.3122  -0.1340  -0.1447  -0.201
H  -1.0892  -1.7666  -0.4335  0.286
H  -1.1411  -0.6216  -1.5366  0.264
H  0.2664  -1.5218  -1.6513  0.285

Cartesian forces (eV/Å) of the 2 atoms listed first:
C -1.136 -0.949 0.883
C -0.645 0.469 -2.795

## Properties
Gap between HOMO and LUMO ... 9.2801 eV
ΔE to the lowest compared entry with this formula, charge and spin ... 125.2 kJ/mol
Energy ... -8070.2896 eV
Charge ... +1
HOMO energy ... -0.607 hartree